Record 1
19
Properties=species:S:1:pos:R:3 method="wB97M-V/def2-TZVPD" mol_weight_g_mol=113.160 relative_energy_kcal_mol=40.8 e_lumo_ha=0.014 total_charge=0
O 0.6050 -0.3729 -1.8856
N -1.2774 1.1868 0.5545
C -1.7517 -0.5594 -1.5178
C 0.3576 -1.7852 1.3026
C 1.5260 -1.2566 1.6000
C -0.3769 -0.0151 -1.2817
C 0.9829 1.8410 -0.2110
C -0.2911 1.0584 -0.2200
H 1.6325 -0.4951 2.3558
H 1.0410 2.5003 0.6527
H 1.8229 1.1491 -0.2113
H 0.2550 -2.5463 0.5470
H -2.3391 0.1966 -2.0363
H -1.1786 1.9114 1.2642
H -2.2336 -0.7466 -0.5633
H 1.0493 2.4327 -1.1235
H 2.4319 -1.5601 1.1014
H -0.5503 -1.4795 1.7966
H -1.7054 -1.4594 -2.1243

Record 2
19
Properties=species:S:1:pos:R:3 method="wB97M-V/def2-TZVPD" mol_weight_g_mol=113.160 relative_energy_kcal_mol=63.7 e_lumo_ha=0.026 total_charge=0
O -4.4571 -0.2007 0.4076
N 0.0165 -0.8258 -0.1326
C 2.3581 -0.7556 0.5677
C 1.2907 -0.1399 -0.3553
C -3.3348 0.2438 0.1597
C -2.3383 -0.3654 -0.7140
C -1.1419 -0.2089 -0.0709
C 1.1719 1.3612 -0.1104
H 0.0352 -1.7681 -0.3072
H -3.0014 1.1498 0.7857
H 0.6656 1.4728 0.9170
H 1.5349 -0.3556 -1.3406
H 3.4136 -0.8156 -0.0009
H 2.1825 -1.8088 0.7140
H -0.9055 0.7617 0.2250
H 2.3655 -0.2252 1.5126
H 2.1214 1.8417 -0.2225
H 0.5564 1.9329 -0.8703
H -2.5331 -1.2943 -1.1645

Record 3
19
Properties=species:S:1:pos:R:3 method="wB97M-V/def2-TZVPD" mol_weight_g_mol=113.160 relative_energy_kcal_mol=77.9 e_lumo_ha=0.026 total_charge=0
O -2.5705 1.4002 -0.0728
N 2.0519 0.0547 -0.6898
C -2.0306 0.7368 1.1112
C 1.2558 -0.9376 -0.0603
C 1.7747 0.8191 -1.6770
C -0.4586 0.7223 0.9193
C -0.1581 -0.5711 0.1556
C 1.8393 -2.1872 0.1127
H -0.5946 -0.3979 -0.8173
H -2.7016 0.7209 -0.8159
H 2.8084 -2.3467 -0.2741
H 2.4259 1.6612 -1.8523
H -0.2700 1.6035 0.2043
H 0.9631 0.8305 -2.4361
H -0.1047 1.0597 1.8475
H -2.6171 -0.1944 1.1443
H -0.6473 -1.3164 0.7609
H 1.3048 -3.0310 0.5322
H -2.2708 1.3735 1.9076

In order of appearance, Kohn-Sham gap = 9.90 9.17 9.15 eV.
In order of appearance, DFT total energy = -9936.6839 -9935.6914 -9935.0781 eV.
In order of appearance, HOMO level = -9.51 -8.45 -8.45 eV.